Record 1
Computed, not measured: 11 unconnected molecules or ions with the total composition C26H44BrN12, with the ωB97M-V functional and the def2-TZVPD basis.

Charge: +1

XYZ file:
```
83
C26H44BrN12, DFT the ωB97M-V functional and the def2-TZVPD basis
C -2.61137 5.37053 -1.82855
C -2.85056 4.33105 -2.94067
C -4.31718 3.97080 -3.07866
N -4.75429 3.37203 -1.76939
Br -6.63974 3.24315 -1.62904
C -4.08965 2.04405 -1.50941
C -2.57474 2.15352 -1.62021
C -2.03905 3.03365 -2.75928
N -0.66134 3.35932 -2.43997
H -1.94721 4.97306 -1.06371
H -2.15024 6.26287 -2.24574
H -3.53496 5.71383 -1.34410
H -2.55271 4.76725 -3.89813
H -4.96053 4.82459 -3.28035
H -4.49855 3.19855 -3.82642
H -4.48578 4.02848 -1.03082
H -4.52828 1.35130 -2.22519
H -4.39998 1.75074 -0.50946
H -2.13612 2.48198 -0.67693
H -2.21606 1.13727 -1.78595
H -2.13294 2.46218 -3.69509
H -0.24006 3.89752 -3.19095
H -0.12688 2.49637 -2.36925
C -3.89042 7.84667 -5.25947
C -2.54923 7.67537 -4.71520
N -1.48288 7.58631 -4.30297
H -4.48993 6.95173 -5.09668
H -4.36289 8.70618 -4.78542
H -3.82649 8.03711 -6.32957
C 0.76770 -1.72091 -0.55109
C 0.56614 -0.52780 -1.35962
N 0.40743 0.40631 -2.00624
H 0.09969 -1.70498 0.30823
H 0.56030 -2.61845 -1.13081
H 1.79460 -1.74394 -0.18780
C -1.60982 -4.73977 2.38858
C -0.72808 -4.69549 1.23101
N -0.04044 -4.67670 0.31255
H -2.64534 -4.65271 2.06376
H -1.46233 -5.67556 2.92215
H -1.37506 -3.92936 3.07641
C 5.50965 -2.64848 -0.73398
C 4.69491 -1.85953 0.18054
N 4.05366 -1.24309 0.90488
H 6.03781 -1.99555 -1.42628
H 6.24465 -3.22550 -0.17570
H 4.87935 -3.33471 -1.29727
C 2.05415 -8.11377 1.24858
C 1.26610 -7.44615 2.27525
N 0.64125 -6.89328 3.06134
H 2.44617 -7.37125 0.55570
H 2.88100 -8.65542 1.70418
H 1.42803 -8.81449 0.69937
C -0.34155 -8.20335 5.93453
C -0.40277 -7.87592 7.35162
N -0.45287 -7.58937 8.46096
H -1.25929 -7.87757 5.44799
H 0.48774 -7.67549 5.46921
H -0.21664 -9.27564 5.79652
C -0.72845 -4.70432 8.39051
C -1.18508 -4.73698 7.00699
N -1.55252 -4.76426 5.92109
H 0.33233 -4.46077 8.42200
H -1.28539 -3.95011 8.94382
H -0.87318 -5.68261 8.84509
C 6.02118 -1.59446 -4.76173
C 6.86041 -2.69866 -4.31063
N 7.51746 -3.56491 -3.94792
H 5.02441 -1.68005 -4.33191
H 6.46074 -0.64505 -4.46055
H 5.93690 -1.61263 -5.84691
C 5.21509 -0.90457 4.17399
C 6.47727 -0.51250 4.78847
N 7.47312 -0.20408 5.26464
H 5.03302 -1.96467 4.34275
H 4.39622 -0.33318 4.60765
H 5.24019 -0.71894 3.10251
C -1.43802 10.68842 -2.66954
C -2.57624 10.81858 -3.57012
N -3.46929 10.89813 -4.28492
H -1.27004 11.62494 -2.14084
H -1.62880 9.89782 -1.94656
H -0.54848 10.43079 -3.24133
```

=====

Record 2
Computed, not measured: a single C4H8O2 molecule in a non-equilibrium geometry, with the ωB97M-V functional and the def2-TZVPD basis.

Energy above the lowest of the compared OMol25 structures with the same formula, charge and spin (kJ/mol): 181.4
Charge: 0
SMILES string: C1COCCO1

XYZ file:
```
14
C4H8O2, DFT the ωB97M-V functional and the def2-TZVPD basis
C -0.32619 -0.91199 -1.01560
C 0.88612 -0.00198 -1.03239
O 1.36631 0.39716 0.21667
C 0.31499 0.90877 1.01006
C -0.84109 -0.07769 1.12758
O -1.33688 -0.44364 -0.14620
H -0.61938 -0.62947 -2.02358
H -0.16137 -1.99988 -0.88128
H 1.70610 -0.49101 -1.57057
H 0.50538 0.86706 -1.63858
H 0.75540 1.10678 1.99005
H -0.05264 1.85339 0.57531
H -0.53012 -0.96534 1.70229
H -1.67831 0.39658 1.65132
```

=====

Record 3
Computed, not measured: 11 unconnected molecules or ions with the total composition C4H32NO11 in a non-equilibrium geometry, with the ωB97M-V functional and the def2-TZVPD basis.

Energy above the lowest of the compared OMol25 structures with the same formula, charge and spin (kJ/mol): 140.8
Charge: +1

XYZ file:
```
48
C4H32NO11, DFT the ωB97M-V functional and the def2-TZVPD basis
C 0.21159 1.01454 2.08654
C 0.25638 2.50718 1.74463
C -0.26512 3.08021 0.41622
C -1.48217 2.31783 -0.13740
O -2.47169 2.00994 0.82271
N 0.45938 0.16482 0.86021
H -0.80367 0.80105 2.41986
H 0.94706 0.64616 2.79181
H -0.12674 3.16641 2.52154
H 1.34512 2.66462 1.79894
H 0.48707 3.15456 -0.37626
H -0.54549 4.13062 0.52482
H -1.89004 2.97525 -0.91812
H -1.16003 1.44339 -0.70398
H -2.71581 2.86305 1.18985
H 1.02013 0.60679 0.13264
H -0.45986 -0.02441 0.42363
H 0.87078 -0.73647 1.10028
H -2.57853 -2.00261 1.99750
H -3.62630 -1.46319 3.00251
O -2.86469 -2.04249 2.91965
H 3.47346 2.46786 0.33952
H 3.49378 2.00824 -1.22642
O 3.11760 1.90979 -0.35279
H -1.14725 -1.87963 3.34326
H -0.11287 -2.52810 4.33140
O -0.20409 -2.11998 3.46661
H 2.18011 0.66815 -3.47886
H 2.18038 1.97700 -2.57888
O 2.44866 1.05686 -2.63748
H 1.07254 -2.08743 -1.39851
H 0.80301 -3.05064 -2.55166
O 0.36775 -2.66343 -1.78208
H -0.49860 -0.00758 -4.63615
H -0.42264 -0.74592 -3.33815
O 0.10746 -0.15853 -3.90129
H -1.21767 -1.81770 0.34034
H -2.10771 -1.23446 -0.83569
O -1.82441 -1.10358 0.09090
H -1.15716 -2.11338 -2.33156
H -2.63303 -2.45205 -2.84067
O -2.02491 -1.74879 -2.60167
H 2.49266 -0.10217 -1.36052
H 3.03699 -1.45383 -0.74138
O 2.24586 -0.92202 -0.87610
H 0.60257 -3.01645 1.77002
H 0.81029 -3.37323 0.29657
O 0.30985 -2.78627 0.87366
```

=====

For reference, HOMO level by record: -12.23; -9.44; -13.10 eV.
For reference, E_tot by record: -115589.9437; -8371.4015; -28675.5180 eV.
For reference, frontier orbital gap by record: 7.81; 10.50; 10.62 eV.